C4H7NO | ωB97M-V/def2-TZVPD

```
13
Properties=species:S:1:pos:R:3:forces:R:3:lowdin_charge:R:1
C -0.88666 -1.62894 -0.24833 -0.09 -0.01 0.08 -0.03
C -0.07604 -0.40235 0.00879 1.42 -1.71 -0.11 -0.35
N 1.17850 -0.47215 0.35189 -2.85 1.62 -0.39 0.13
C 1.53082 0.92636 0.49999 -0.04 1.21 0.03 -0.20
O 0.31036 1.78653 0.42289 1.03 -1.11 0.04 -0.13
C -0.65183 0.95981 -0.21662 0.75 0.24 0.89 -0.16
H -0.62822 -2.40642 0.47499 0.00 0.06 -0.22 0.08
H -1.95257 -1.40149 -0.16599 0.08 -0.12 -0.06 0.08
H -0.68029 -1.99064 -1.25981 -0.10 -0.07 0.10 0.09
H 2.18490 1.25937 -0.31352 0.14 -0.18 0.07 0.12
H 2.01736 1.10627 1.46319 -0.16 0.08 -0.14 0.12
H -0.71970 1.19319 -1.28365 -0.18 -0.09 -0.14 0.13
H -1.62662 1.07044 0.26618 0.02 0.09 -0.14 0.13
```
Positions in Å, forces in eV/Å.

Its SMILES is CC1=NCOC1. As for the energy relative to the best compared isomer or geometry (same formula, charge and spin): 33.70 kcal/mol. The LUMO energy comes out at 0.98 eV. The value obtained for the HOMO energy is -9.71 eV.

=====

C34H51BN5O9PSiTi | ωB97M-V/def2-TZVPD

```
103
Properties=species:S:1:pos:R:3:forces:R:3:lowdin_charge:R:1
Ti -0.12427 0.13117 -1.20452 0.24 2.12 2.07 0.95
O -0.12856 -3.00187 -3.76577 -0.35 0.65 0.09 0.06
C -0.29244 -1.94509 -3.15282 1.07 -1.13 0.35 -0.45
N 0.49300 -1.42665 -2.18092 -0.25 -1.44 -1.22 -0.02
C 1.86657 -1.58749 -2.20297 1.03 0.23 -0.24 -0.21
C 2.59275 -2.74724 -2.42798 -0.10 0.12 -0.03 -0.03
C 3.98119 -2.68139 -2.44722 0.07 0.02 -0.02 -0.10
C 4.62880 -1.47190 -2.26261 0.03 -0.09 0.00 -0.11
C 3.91229 -0.29288 -2.09814 -0.01 0.10 0.00 -0.03
C 2.52517 -0.33622 -2.07878 0.37 -0.63 -0.25 -0.19
N 1.64238 0.73102 -1.93093 1.12 0.87 -0.43 0.00
C 2.00413 1.99893 -2.16352 0.44 -0.37 -0.51 -0.48
O 3.04505 2.41577 -2.68049 -0.23 0.13 0.26 0.03
C 0.99130 2.97298 -1.63402 -0.31 0.44 0.11 -0.17
C 1.44123 4.23639 -1.25259 -0.04 -0.09 -0.16 0.00
C 0.59867 5.07955 -0.55792 -0.41 -0.37 -0.02 -0.06
C -0.69137 4.62647 -0.28606 0.27 0.16 -0.18 -0.05
C -1.07883 3.39291 -0.77848 -0.27 0.03 -0.06 -0.14
N -0.27105 2.56136 -1.43414 0.64 0.41 -0.07 0.06
C -1.33598 -0.96447 -3.51128 -0.58 1.44 -0.16 -0.20
C -2.14889 -1.17642 -4.61635 0.09 -0.07 -0.06 -0.03
C -3.00556 -0.18904 -5.05302 0.30 0.71 0.70 -0.06
C -3.01672 1.01426 -4.32741 -0.26 -0.71 -0.75 -0.05
C -2.17513 1.17207 -3.25852 0.42 0.09 0.53 -0.12
N -1.31274 0.22867 -2.81882 -1.50 -0.87 -2.82 -0.01
H 2.07717 -3.67926 -2.60146 -0.08 -0.03 0.07 0.11
H 4.55838 -3.58081 -2.61158 0.02 -0.07 0.01 0.09
H 5.70882 -1.44106 -2.24956 0.11 0.03 -0.04 0.09
H 4.42270 0.65259 -2.00208 -0.01 0.03 -0.03 0.10
H 2.45968 4.50194 -1.48875 0.09 -0.04 -0.02 0.12
H 0.93325 6.04814 -0.21690 0.03 0.06 0.05 0.11
H -1.38313 5.21930 0.29289 -0.10 0.03 -0.02 0.10
H -2.10063 3.05688 -0.62621 0.07 -0.09 0.06 0.10
H -2.06352 -2.13058 -5.11615 0.05 -0.06 0.02 0.12
H -3.64336 -0.32197 -5.91191 -0.07 -0.06 -0.08 0.11
H -3.68258 1.81549 -4.61114 0.03 0.10 0.04 0.11
H -2.15249 2.12247 -2.73958 0.00 -0.21 0.03 0.09
B -1.91891 -2.90316 1.75196 0.02 -0.33 0.34 -0.42
C -1.55065 -1.88715 0.64526 -0.06 0.73 -0.94 -0.15
N -1.35472 -1.12657 -0.21596 -0.98 -1.53 1.64 0.04
H -1.59406 -3.99917 1.37018 0.05 -0.18 -0.06 0.02
H -1.32624 -2.60607 2.74687 0.15 0.08 0.22 0.02
H -3.10652 -2.83081 1.92144 -0.28 0.05 -0.01 0.04
C -5.43466 -1.86880 -3.68115 -0.13 -0.16 0.01 -0.18
O -5.07374 -0.98099 -2.65651 0.36 0.29 0.36 -0.34
P -3.78542 -1.40791 -1.66593 -1.70 -0.26 -0.01 0.91
O -4.31351 -0.50907 -0.41343 0.09 -0.25 -0.01 -0.31
C -3.85998 0.80922 -0.24271 0.25 0.27 0.03 -0.16
O -4.42964 -2.80296 -1.13301 -0.02 0.26 -0.11 -0.32
C -3.64349 -3.98033 -1.03333 0.15 -0.24 0.11 -0.13
H -5.93610 -2.74294 -3.26068 -0.06 -0.04 -0.08 0.08
H -4.56561 -2.21049 -4.24817 -0.02 -0.08 -0.11 0.06
H -6.11870 -1.33787 -4.34578 0.04 -0.09 -0.06 0.08
H -4.30436 1.17317 0.68561 0.10 0.06 -0.07 0.09
H -4.18363 1.44616 -1.07275 -0.03 0.07 0.03 0.08
H -2.76133 0.84556 -0.15996 -0.27 0.04 0.06 0.04
H -2.88445 -4.03082 -1.81620 0.03 0.00 -0.10 0.08
H -4.32906 -4.82390 -1.13646 0.10 0.02 -0.02 0.08
H -3.14855 -4.02110 -0.06529 -0.07 -0.09 -0.04 0.03
C -0.71906 1.07994 5.02511 -0.08 -0.09 -0.40 -0.02
C -1.14094 0.89778 3.56097 -0.56 0.22 0.53 -0.63
C -2.49048 0.17729 3.47689 0.42 0.10 0.05 -0.02
C -1.26092 2.26380 2.88809 0.09 -0.33 -0.04 -0.03
O -0.17939 0.07368 2.94396 -0.01 -0.21 -0.26 -0.08
Si 0.85278 0.37955 1.71811 0.13 -0.41 0.40 0.03
O 0.19146 1.04163 0.43647 -0.04 0.82 0.79 -0.30
O 2.05143 1.18367 2.51406 -0.16 -0.11 -0.03 -0.08
C 3.05464 2.09917 2.14138 0.59 0.50 0.04 -0.63
C 3.61058 1.80380 0.75071 -0.18 -0.08 0.32 -0.01
C 4.17163 1.98934 3.19149 -0.40 0.01 -0.28 -0.02
C 2.45678 3.51321 2.15194 0.05 -0.44 0.07 -0.02
O 1.35214 -1.03176 1.05062 0.12 0.08 0.21 -0.09
C 2.10414 -2.08855 1.61808 0.69 -0.78 0.11 -0.61
C 1.87044 -2.18839 3.12215 -0.19 0.09 -0.32 -0.02
C 3.58699 -1.82055 1.33559 -0.42 -0.05 -0.03 0.00
C 1.65168 -3.37928 0.93113 -0.02 0.41 0.08 0.00
H -1.48458 1.62065 5.57779 -0.07 0.07 0.11 0.08
H 0.21779 1.62964 5.07123 0.13 0.08 0.02 0.08
H -0.56739 0.10338 5.47612 -0.01 -0.12 0.10 0.09
H -3.28377 0.79398 3.89556 -0.10 0.06 0.06 0.08
H -2.43847 -0.76466 4.01334 -0.05 -0.15 0.03 0.08
H -2.70977 -0.04475 2.43626 -0.11 -0.04 -0.12 0.07
H -2.04922 2.84721 3.35824 -0.05 0.10 0.08 0.09
H -1.48560 2.12283 1.83509 -0.09 0.09 -0.14 0.06
H -0.31669 2.79239 2.96699 0.17 0.24 -0.01 0.07
H 4.24299 0.92183 0.76072 0.05 -0.13 -0.05 0.08
H 4.18857 2.64645 0.38181 0.08 0.09 -0.11 0.10
H 2.77561 1.61910 0.08415 -0.01 -0.01 -0.21 0.06
H 4.55626 0.97259 3.21991 0.06 -0.11 -0.04 0.08
H 3.78033 2.23014 4.17656 -0.04 0.07 0.14 0.08
H 4.98413 2.66987 2.94664 0.11 0.09 0.01 0.08
H 1.60155 3.52999 1.48324 -0.12 0.08 -0.10 0.06
H 3.19143 4.24038 1.81634 0.09 0.14 -0.06 0.08
H 2.12645 3.78443 3.15188 -0.07 0.00 0.16 0.08
H 2.18986 -1.26944 3.60366 0.14 0.13 0.22 0.08
H 2.41950 -3.03219 3.53455 0.07 -0.07 0.05 0.09
H 0.80740 -2.31226 3.30297 -0.12 -0.11 0.14 0.07
H 3.88538 -0.91682 1.86025 0.13 0.10 0.07 0.06
H 3.73496 -1.68121 0.26733 0.06 0.02 -0.09 0.07
H 4.20546 -2.64821 1.67599 0.06 -0.12 0.06 0.09
H 0.60886 -3.56761 1.16607 -0.11 -0.10 0.06 0.05
H 2.25579 -4.22259 1.25925 0.07 -0.10 0.06 0.09
H 1.74729 -3.26748 -0.14500 0.04 -0.05 -0.05 0.06
```
Positions in Å, forces in eV/Å.

The total charge is -1. The multiplicity is 2. As for the energy relative to the best compared isomer or geometry (same formula, charge and spin): 12.88 kcal/mol. The LUMO energy (spin up / spin down) comes out at 2.05 / 1.92 eV. The value obtained for the HOMO energy (spin up / spin down) is -4.10 / -4.99 eV.